ORCA calculation (the ωB97M-V functional and the def2-TZVPD basis) on a single C25H30N4O6 molecule at a distorted geometry.

Results
* net charge: 0
* SMILES: CCOC(=O)c1c(C)n(C)c2ccc(OC)c(NC(=O)CN3CCN(C(=O)c4ccco4)CC3)c12
* LUMO: 0.44 eV
* E_HOMO: -0.2774 hartree
* HOMO-LUMO gap: 7.99 eV

XYZ file:
```
65
Properties=species:S:1:pos:R:3:forces:R:3
O -2.129 -1.913 -0.525 -0.27 -0.01 -0.06
C -0.315 0.445 0.861 0.33 0.39 0.21
C -3.018 -1.132 -0.221 0.03 -0.20 -0.11
H 0.918 -2.903 -1.207 0.03 0.00 -0.06
C 3.020 3.418 -1.702 -0.46 -0.22 -0.19
O 1.940 0.916 1.322 -0.39 0.00 -0.38
C -4.678 -3.049 -2.046 0.09 0.21 0.35
H 3.028 4.483 -1.817 -0.07 0.21 -0.06
H 3.139 2.605 1.514 -0.02 -0.06 0.04
C 4.023 2.616 -1.122 -0.08 -0.88 -0.01
C 3.575 1.319 -1.192 0.76 1.15 0.20
H 4.957 2.929 -0.702 0.20 -0.03 0.11
H -4.940 -4.078 -2.275 -0.04 -0.11 -0.06
O -4.305 -1.519 -0.181 0.07 0.27 0.11
H -3.720 -2.820 -2.505 0.04 -0.02 -0.06
C -1.600 0.901 0.544 0.06 0.34 0.05
C -0.945 3.193 1.091 -0.08 0.04 0.00
H 5.249 -1.787 0.450 -0.13 -0.17 -0.09
H 1.218 -3.614 2.238 -0.16 0.12 0.00
H -4.896 3.607 0.872 0.06 0.05 -0.01
H 1.094 3.448 1.614 0.10 0.05 0.02
O 1.141 -1.114 2.770 -0.02 -0.06 0.23
N 2.143 -3.194 0.446 -0.12 0.11 0.06
H 2.343 -1.148 -2.297 -0.09 -0.06 0.10
C -2.827 0.263 0.123 -0.22 0.38 0.09
C -3.920 3.715 0.399 -0.19 0.30 -0.11
H 4.623 -2.957 -0.733 0.06 0.03 0.06
H -4.061 4.100 -0.615 0.01 0.03 0.07
H -5.437 -2.389 -2.460 -0.08 0.02 -0.06
C -5.208 1.211 -0.379 -0.06 -0.01 -0.05
C -4.587 -2.871 -0.536 0.05 -0.60 -0.25
H -3.804 -3.518 -0.128 -0.20 0.10 0.00
C 0.999 -3.045 1.330 0.15 -0.08 0.13
C 0.669 1.388 1.196 -0.10 -0.25 -0.08
H -5.865 1.354 0.480 -0.09 0.02 0.03
C 3.393 -2.723 1.041 0.27 -0.13 0.10
C -1.900 2.273 0.687 0.65 -0.39 0.04
C 1.965 -2.774 -0.927 0.25 0.11 -0.26
H 1.674 -0.643 -0.733 0.14 -0.18 -0.20
H 3.772 1.058 2.106 0.00 0.07 0.01
C -3.786 1.267 0.044 0.06 -0.39 -0.06
C 4.343 -2.176 -0.019 0.22 -0.18 0.29
H -5.421 1.996 -1.104 -0.06 0.05 -0.02
H -1.175 4.240 1.212 -0.02 0.11 0.01
H 2.515 1.907 3.044 -0.02 -0.01 -0.01
N 3.713 -1.072 -0.713 0.08 -0.11 0.07
C 2.377 -1.324 -1.215 -0.65 0.00 -0.27
H 3.206 -1.931 1.776 0.07 -0.03 -0.03
H -5.541 -3.094 -0.054 0.14 0.03 -0.02
H 1.088 2.718 -2.561 -0.14 -0.09 -0.06
H 3.866 -3.566 1.560 0.08 0.14 0.05
C 0.716 -1.596 1.741 0.00 -0.37 0.19
C 4.286 0.149 -0.643 0.02 -0.43 -0.05
H 2.558 -3.447 -1.557 -0.16 0.09 -0.10
H -5.434 0.246 -0.817 -0.04 0.09 0.00
O 2.361 1.294 -1.788 -0.17 -0.33 -0.07
C 0.335 2.739 1.329 0.09 -0.03 0.05
C 2.036 2.558 -2.085 0.16 0.75 0.00
H -3.337 4.437 0.966 -0.05 -0.03 0.00
C 2.881 1.679 2.039 0.18 0.15 0.19
H 0.126 -3.479 0.837 -0.04 -0.02 0.04
O 5.391 0.320 -0.139 0.03 0.33 0.05
N -3.230 2.456 0.384 -0.16 -0.30 -0.01
H -0.595 -1.455 0.172 0.22 0.05 0.14
N -0.007 -0.916 0.810 -0.30 0.00 -0.29
```
Forces are in eV/Å.

=====

ORCA calculation (the ωB97M-V functional and the def2-TZVPD basis) on a molecular structure, C6H8N2O at a distorted geometry.

Results
* net charge: 0
* LUMO: 0.92 eV
* E_HOMO: -0.3380 hartree
* HOMO-LUMO gap: 10.12 eV

XYZ file:
```
17
Properties=species:S:1:pos:R:3:forces:R:3
O 1.664 -1.398 -1.788 -3.59 0.97 0.71
N -0.696 -1.305 -2.395 -0.76 0.31 0.03
N 0.270 -0.921 1.042 -0.04 -0.36 0.32
C -0.487 0.230 1.634 -0.25 0.05 0.36
C 0.430 1.434 1.336 0.17 0.18 0.16
H -2.262 0.617 -0.059 0.34 -0.01 0.11
C -0.095 -0.333 -0.250 -0.16 0.35 -0.11
H -0.385 -1.731 -3.267 0.43 0.08 0.42
H -0.324 -1.758 1.170 0.40 0.50 -0.18
C 0.128 -1.008 -1.523 3.87 -1.34 -1.29
C 0.043 1.206 -0.115 0.32 -0.08 -0.24
H -0.945 0.063 2.612 0.15 0.08 -0.26
H 1.483 1.342 1.639 -0.29 -0.01 -0.08
H 2.172 -1.132 -1.010 -0.19 0.03 0.10
C -1.228 0.507 0.267 -0.42 -0.31 -0.27
H 0.235 1.815 -0.999 -0.06 -0.19 0.29
H -0.003 2.371 1.707 0.09 -0.23 -0.07
```
Forces are in eV/Å.

=====

ORCA calculation (the ωB97M-V functional and the def2-TZVPD basis) on a molecular structure, C40H52N5O2PRhS2Se.

Results
* net charge: +1
* LUMO: -3.53 eV
* E_HOMO: -0.3862 hartree
* HOMO-LUMO gap: 6.98 eV

XYZ file:
```
104
Properties=species:S:1:pos:R:3:forces:R:3
H -0.539 -6.520 2.273 -0.01 -0.01 0.00
H 2.293 -2.725 -4.184 0.00 0.01 -0.01
C -2.420 -5.546 1.866 0.01 0.01 0.00
H -2.218 -0.692 6.475 0.00 0.00 0.00
C -0.210 -4.434 2.524 0.02 0.01 -0.01
H 2.898 1.306 -1.013 0.01 0.01 -0.01
C 1.383 0.404 1.699 -0.03 -0.06 0.03
H -1.309 -5.851 3.697 0.00 0.00 0.00
S -1.004 -1.676 -2.341 0.02 0.20 -0.15
C 3.143 -2.689 -3.504 0.04 -0.02 0.03
H -0.086 -4.134 1.484 -0.02 -0.01 0.00
H 2.583 0.221 -3.891 0.01 -0.06 -0.02
H 0.591 1.714 -4.248 0.02 0.00 0.00
C 4.615 0.314 -1.917 0.00 -0.01 -0.01
N -0.242 0.758 0.041 0.18 0.43 -0.07
C -1.108 -5.661 2.640 0.00 0.00 0.01
H 1.091 -0.697 -4.003 -0.04 -0.01 0.04
N -3.200 -0.554 -1.322 -0.03 0.13 -0.10
C 0.492 1.297 1.086 0.01 0.05 -0.11
H 3.645 -3.655 -3.549 -0.01 0.00 -0.01
P 1.979 -0.738 -1.774 -0.39 0.33 0.06
C -1.687 -1.602 6.233 0.02 0.02 0.01
C 2.664 -1.821 3.203 0.05 0.06 -0.02
C 1.852 -1.275 4.189 -0.04 -0.02 0.01
H 0.448 3.298 2.032 0.00 0.00 0.00
H -1.502 3.757 0.218 0.00 0.00 0.00
H -0.099 -4.203 7.731 0.00 0.00 0.00
C -2.240 -5.670 0.358 0.00 0.01 -0.01
C -5.077 -0.456 -5.746 -0.01 0.00 0.00
H -2.910 -4.597 2.105 0.00 0.00 0.01
C 1.631 0.028 -3.395 0.00 -0.03 0.01
Se -1.839 -1.934 0.894 -0.05 -0.08 0.05
C -3.331 -0.886 -3.656 -0.04 -0.06 0.01
H 5.215 -2.876 5.175 0.00 0.00 0.00
H 3.839 -1.934 -3.867 0.01 -0.01 0.00
H -5.696 0.616 5.253 -0.01 -0.01 0.00
H 3.530 -2.507 -1.375 -0.01 -0.01 0.01
H 1.603 -0.865 6.275 -0.03 0.00 0.01
C -4.834 -1.152 4.351 0.00 0.02 0.01
H -4.151 -1.002 2.299 -0.01 -0.01 0.00
N -0.757 -3.281 3.238 -0.04 -0.02 0.04
H 5.090 -0.668 -1.928 -0.01 0.00 -0.01
C 4.267 -2.430 4.904 0.00 0.01 -0.01
C -3.849 -1.070 -5.970 0.00 0.00 0.00
C -2.958 -1.290 -4.926 0.00 0.00 0.01
N 1.362 -0.821 1.266 0.12 0.07 0.17
H 0.258 -4.911 5.388 0.01 0.00 0.00
H 1.946 -3.143 -1.763 -0.01 0.01 -0.02
C 2.291 -1.839 1.734 -0.04 -0.04 0.04
H 5.323 1.015 -1.474 0.00 -0.01 0.01
H 3.527 -0.030 -0.087 -0.02 -0.01 0.02
H -1.808 1.486 -1.185 -0.01 -0.02 0.01
H -5.752 -0.296 -6.577 0.00 0.00 0.00
H -5.683 -0.788 6.318 0.01 -0.01 0.00
H -2.134 0.357 2.703 -0.01 0.01 0.00
H 4.457 0.625 -2.948 0.00 0.02 0.00
H -3.097 -6.328 2.216 -0.01 0.00 -0.01
H 1.374 2.088 -2.717 -0.01 -0.01 0.02
H 3.758 -1.894 6.919 0.00 0.00 0.00
C -0.484 -3.598 6.923 0.00 -0.01 0.00
H -0.111 1.137 -2.738 -0.01 -0.01 -0.04
C 3.878 -2.391 3.574 -0.01 -0.04 0.01
H -5.782 -1.510 3.947 0.00 0.00 -0.01
C -0.802 -3.184 4.623 0.01 0.00 -0.01
C 0.070 2.617 1.286 0.05 -0.05 0.05
C -1.178 -2.417 7.225 0.02 0.01 0.00
O -5.720 -0.628 -1.096 -0.02 -0.01 0.02
C -2.599 -0.191 3.523 0.02 0.01 0.01
H -1.316 -2.138 8.260 0.00 0.00 0.00
C -0.281 -4.002 5.618 0.00 0.00 0.01
C -0.933 2.852 0.355 -0.05 -0.02 -0.05
C -2.598 -1.002 -2.362 -0.01 -0.12 0.02
C -4.075 -0.442 3.232 0.01 0.00 0.02
C -1.488 -2.012 4.919 0.06 0.02 -0.01
H -2.001 -1.765 -5.096 0.00 -0.01 0.00
C -1.100 1.679 -0.397 -0.04 0.05 0.08
C -1.387 -2.219 2.703 0.08 0.03 0.02
Rh 0.125 -1.100 -0.360 0.21 -0.74 -0.09
H -6.402 0.438 -4.290 0.00 0.00 0.00
H 4.529 -2.809 2.814 0.00 0.01 0.00
H -4.532 0.533 3.041 0.00 0.00 -0.02
H 1.846 -2.806 1.475 0.00 0.00 0.06
C -5.115 -0.257 5.553 0.00 0.00 0.01
C 0.825 1.317 -3.260 0.05 0.03 -0.03
H -2.462 0.390 4.435 0.02 -0.01 0.00
C 2.245 -1.300 5.520 -0.03 -0.03 0.02
C -4.555 -0.275 -3.450 -0.01 -0.02 0.00
H -4.201 0.108 6.025 0.00 0.02 -0.01
N -1.831 -1.434 3.702 0.00 0.02 -0.04
H -3.188 -5.529 -0.162 -0.01 -0.01 0.00
C 3.322 0.302 -1.105 -0.04 -0.02 0.09
H -4.287 -2.048 4.664 -0.01 -0.01 0.00
H -3.586 -1.382 -6.971 0.00 0.00 0.00
H 3.225 -1.781 1.163 -0.03 0.00 -0.10
O -4.588 1.533 -1.533 0.00 -0.01 0.02
C -5.450 -0.043 -4.471 0.01 0.01 -0.01
C 3.451 -1.880 5.882 0.00 0.00 0.01
H -1.552 -4.918 -0.034 0.00 0.00 0.01
C 2.692 -2.405 -2.071 0.06 0.02 -0.02
H 0.778 -4.629 2.948 0.01 0.01 -0.01
S -4.676 0.116 -1.727 0.06 0.02 -0.02
H 2.047 0.708 2.503 0.00 0.01 -0.02
H 0.913 -0.809 3.920 -0.07 -0.03 0.03
H -1.855 -6.657 0.094 0.01 0.00 0.00
```
Forces are in eV/Å.